2 unconnected molecules or ions with the total composition C4H13NS in a non-equilibrium geometry, computed with ωB97M-V/def2-TZVPD.

Summary:
Relative energy (zero: lowest compared OMol25 entry of this formula, charge and spin) = 152.93 kJ/mol
Molar mass = 107.2 g mol⁻¹
E = -16682.5053 eV
Structure (SMILES) = CNC.CSC
Spin multiplicity = 1

Last column: Löwdin charge in e.
Atoms and positions in Å:
C1 1.7798 -0.3373 -2.1161  -0.15
N1 2.1411 -0.4148 -0.6856  -0.21
C2 1.5677 -1.6173 -0.0627  -0.19
H1 2.1954 -1.1705 -2.6643  0.06
H2 0.6346 -0.3982 -2.1161  0.08
H3 2.1831 0.6047 -2.5178  0.08
H4 1.7540 0.4228 -0.1620  0.09
H5 0.5307 -2.0087 -0.4320  0.09
H6 1.7122 -1.5760 1.0416  0.07
H7 2.3320 -2.3950 -0.3947  0.08
C3 -2.2360 -0.3728 0.2103  -0.47
S1 -1.3309 1.1107 0.3497  0.72
C4 -0.5327 0.8752 1.8448  -0.54
H8 -1.8490 -0.8558 -0.7401  0.03
H9 -3.3239 -0.1115 0.0510  0.04
H10 -2.1179 -1.0320 1.1121  0.06
H11 0.1581 -0.0334 1.9295  0.03
H12 -0.0159 1.8345 2.1671  0.05
H13 -1.3603 0.5652 2.6713  0.08

Atoms 1-2, force components in eV/Å:
-1.45 0.61 1.52
-1.14 1.10 1.04